1.
The following is a quantum chemistry calculation of C8H22Br2CrN5O11 as an isolated structure at a distorted geometry, from OMol25.

The geometry in XYZ format:
```
49
Properties=species:S:1:pos:R:3:forces:R:3
Cr 3.2894 -0.9676 1.0442 17.408 1.869 3.616
C 0.6583 -0.6866 0.5361 1.416 -2.445 0.066
O 1.8970 -1.3400 0.8500 -16.885 -3.896 -2.344
H 0.7512 0.2212 -0.0601 2.260 -2.288 1.921
H 0.1357 -1.4031 -0.0976 1.574 0.595 0.819
H 0.1064 -0.5353 1.4638 0.091 -0.240 -0.864
Br 1.3311 2.9344 -3.1027 1.613 0.475 -3.466
C 1.3546 0.9711 -3.3082 -0.429 -0.614 0.459
C 0.3212 0.2342 -2.4249 1.169 0.032 -1.815
Br 0.6266 -1.6486 -2.5814 1.277 -0.700 -1.546
H 2.3466 0.6548 -2.9859 0.082 0.097 -0.109
H 1.2471 0.6857 -4.3546 -0.037 0.472 0.036
H -0.7125 0.4385 -2.7038 0.190 -0.156 -0.307
H 0.4329 0.4477 -1.3619 0.891 -0.696 -3.247
C -2.2099 2.5166 -0.0981 -0.025 -0.662 -0.299
N -0.9922 2.0650 -0.8628 -0.438 2.139 -0.234
O -0.2795 1.1394 -0.3498 -4.902 7.354 0.927
O -0.7401 2.6838 -1.8953 -2.013 -2.360 3.115
H -2.0622 3.5283 0.2798 0.428 -0.168 0.099
H -2.3825 1.7568 0.6642 -0.252 0.334 -0.132
H -3.0078 2.5881 -0.8372 -0.030 -0.254 0.121
C -1.5148 -1.2548 -0.5923 -3.014 0.378 0.491
N -2.9963 -1.1755 -0.7681 -0.395 -1.503 -0.306
O -3.4472 -1.9099 -1.6724 -0.058 2.287 2.106
O -3.5815 -0.5532 0.1435 0.186 -0.817 -2.282
H -1.1287 -2.0651 -1.2107 -0.796 0.795 -0.012
H -1.4935 -1.5103 0.4672 -0.244 0.537 -0.442
H -1.0407 -0.2827 -0.7276 -1.514 -1.232 -0.335
C -0.4604 -3.2761 0.9570 0.245 -1.923 0.997
N -0.0369 -4.7270 0.8805 -1.730 -0.772 0.127
O -0.9325 -5.5434 0.6122 1.522 1.307 0.252
O 1.1175 -4.9878 1.1132 0.212 -0.075 -0.141
H 0.3051 -2.7484 1.5258 0.047 -0.251 -0.620
H -1.3440 -3.2616 1.5951 -0.301 -0.139 -0.408
H -0.6770 -2.9769 -0.0686 0.601 -0.966 1.069
C 2.1943 2.4591 -0.5198 -0.225 -0.483 0.298
N 2.5011 1.4799 0.5168 -1.358 3.395 3.350
O 1.8382 1.5282 1.5826 3.567 0.705 -5.408
O 3.4618 0.7353 0.3325 0.632 0.858 -0.914
H 2.2152 1.8785 -1.4421 0.205 0.360 0.781
H 2.9024 3.2869 -0.5572 0.311 -0.354 0.158
H 1.2137 2.8273 -0.2181 0.435 0.102 -0.510
C -0.5408 1.2487 2.5654 -0.537 0.464 0.618
N 0.3385 0.2202 3.2650 -1.838 0.099 1.774
O 1.5219 0.4857 3.2862 -1.325 -2.281 2.890
O -0.2620 -0.7243 3.8280 1.664 1.418 -1.377
H -0.1409 1.4370 1.5690 -0.484 -0.043 0.945
H -0.5306 2.1603 3.1629 0.507 -0.040 0.095
H -1.5934 0.9655 2.5603 0.298 -0.715 -0.011
```
Positions in Å, forces in eV/Å.

Properties
- multiplicity = 5
- E_LUMO (alpha / beta) (eV) = -5.5 / -5.4
- Kohn-Sham gap (alpha / beta) (eV) = 6.6 / 7.5
- relative energy (zero: lowest compared OMol25 entry of this formula, charge and spin) (kJ/mol) = 1232.14
- highest occupied orbital energy (alpha / beta) (eV) = -12.092 / -12.904
- total charge = +1

These are the Löwdin partial charges, in e, on atoms 1 to 2:
1 Cr 1.023
2 C -0.186

***

2.
The following is a quantum chemistry calculation of a 6-piece molecular cluster, C8H22Cl4N2 overall at a distorted geometry, from OMol25.

The geometry in XYZ format:
```
36
Properties=species:S:1:pos:R:3:forces:R:3
N 8.1072 5.0094 8.3837 0.484 -0.853 0.037
H 7.5338 4.3577 8.9000 -0.131 -0.096 -0.066
H 7.6119 5.4387 7.6153 -0.933 1.015 -0.365
H 8.8399 4.4996 7.9112 0.629 -1.338 -0.589
H 8.6664 5.5725 9.0085 0.231 1.262 0.695
C 9.5542 7.4049 5.8576 1.566 -0.016 -1.053
C 11.0032 7.5084 5.2336 -0.124 -1.125 1.224
C 11.6201 6.0938 5.4033 0.640 1.390 0.185
N 13.1968 6.0115 5.0991 -0.979 -0.817 -1.613
C 13.4695 6.2511 3.5620 0.231 0.389 1.898
C 13.5395 4.5751 5.5394 0.750 0.556 -0.676
C 14.3026 4.7408 6.9037 -3.416 -1.545 -1.555
C 14.1134 6.1758 7.2615 1.490 0.902 1.155
C 14.1477 6.8806 5.9444 -0.965 -0.526 0.092
H 9.0188 8.3543 5.8459 0.058 -0.146 -0.124
H 9.7445 7.1103 6.8897 -0.545 -0.199 0.050
H 9.0352 6.6538 5.2622 -0.457 0.066 0.534
H 11.5651 8.1324 5.9286 0.181 0.498 -0.350
H 11.0504 7.8692 4.2061 -0.099 0.077 0.055
H 11.1179 5.2928 4.8608 0.317 0.101 -0.491
H 11.5019 5.7809 6.4407 0.228 0.100 0.188
H 14.5512 6.2321 3.4286 -0.013 -0.335 0.074
H 13.1803 7.2783 3.3400 -0.368 -0.201 0.001
H 12.9913 5.5258 2.9037 -0.211 0.032 0.479
H 14.2180 4.1961 4.7752 0.081 -0.079 -0.007
H 12.6440 3.9555 5.4912 -0.066 0.172 0.464
H 15.2909 4.3729 6.6278 0.205 0.319 1.185
H 13.6886 4.2084 7.6301 0.896 -0.835 0.169
H 14.9785 6.2870 7.9152 0.281 1.249 -0.172
H 13.2936 6.5343 7.8840 -0.554 -0.957 -0.094
H 15.1547 6.6963 5.5701 -0.135 0.670 -0.679
H 13.7673 7.9012 5.9844 0.444 -0.025 -0.393
Cl 9.6536 2.8750 6.6994 0.456 0.173 -0.229
Cl 10.4972 6.3191 9.8225 0.254 0.155 -0.200
Cl 6.3542 6.3490 6.1258 -0.157 -0.021 0.111
Cl 5.7728 3.9595 10.2809 -0.269 -0.015 0.062
```
Positions in Å, forces in eV/Å.

Properties
- multiplicity = 2
- E_LUMO (alpha / beta) (eV) = 1.7 / -1.4
- Kohn-Sham gap (alpha / beta) (eV) = 6.6 / 3.3
- relative energy (zero: lowest compared OMol25 entry of this formula, charge and spin) (kJ/mol) = 36.71
- highest occupied orbital energy (alpha / beta) (eV) = -4.940 / -4.693
- total charge = -1

These are the natural (NBO) partial charges, in e, on atoms 1 to 2:
1 N -0.950
2 H 0.415

***

3.
The following is a quantum chemistry calculation of C8H22ClN2O2Pd as an isolated structure at a distorted geometry, from OMol25.

The geometry in XYZ format:
```
36
Properties=species:S:1:pos:R:3:forces:R:3
Pd 0.0472 -2.0302 2.9933 0.137 0.101 -1.816
Cl 0.7626 -2.8185 0.6228 -0.586 0.516 1.631
C 0.8041 2.0929 1.5406 -0.174 -1.557 0.319
C 0.9627 0.5834 2.0389 0.672 1.315 -1.683
C 2.1426 0.2507 2.8813 0.971 -1.999 -0.035
O 1.9383 -1.1797 3.3093 -1.374 2.974 -0.283
C 2.9890 -1.8009 3.9809 0.628 -1.105 -0.369
N -0.2196 0.1517 2.7204 -1.763 0.459 0.645
H 0.1516 2.1131 0.6677 0.156 -0.312 -0.234
H 1.7514 2.5418 1.2421 -0.124 0.103 0.355
H 0.2234 2.6462 2.2787 0.614 0.355 0.344
H 0.9627 -0.0754 1.1706 0.601 0.210 -0.276
H 2.3360 0.8307 3.7837 -0.210 0.197 -0.097
H 3.0289 0.1408 2.2564 0.147 0.691 0.084
H 3.2701 -2.5081 3.2006 0.813 -0.744 0.865
H 2.5665 -2.2256 4.8915 0.483 -0.285 -0.010
H 3.8340 -1.1508 4.2077 -0.229 0.202 -0.004
H -0.9333 0.6221 2.1824 -1.042 -0.896 -0.592
H -0.3386 0.7183 3.5479 0.274 -0.226 1.069
C -1.8925 -1.7291 -2.7238 -2.136 0.555 -1.310
C -0.9202 -0.6876 -3.1875 1.527 0.428 0.153
C -1.2600 0.4726 -4.1737 -1.524 -0.737 1.407
O -2.4575 1.2187 -3.8298 0.453 -0.947 -1.359
C -2.4498 1.9845 -2.6822 -0.614 0.290 0.930
N -0.2353 -0.1650 -2.0318 0.827 0.976 1.165
H -1.4310 -2.5429 -2.1644 0.089 -0.018 -0.407
H -2.4395 -2.0151 -3.6223 0.092 -1.059 -0.044
H -2.7262 -1.3409 -2.1388 0.209 0.396 0.475
H -0.1640 -1.2564 -3.7285 0.265 0.042 -0.287
H -1.4357 -0.0790 -5.0973 -0.339 0.767 -0.345
H -0.4608 1.2088 -4.2597 0.403 -0.455 0.017
H -2.6315 1.3813 -1.7927 0.163 -0.337 0.347
H -3.3215 2.6387 -2.7004 0.039 0.142 -0.344
H -1.5766 2.6069 -2.4864 0.398 -0.031 -0.384
H -0.9118 0.3307 -1.4691 -0.137 0.291 0.073
H 0.0344 -0.9288 -1.4286 0.291 -0.302 0.001
```
Positions in Å, forces in eV/Å.

Properties
- multiplicity = 3
- E_LUMO (alpha / beta) (eV) = -4.7 / -7.1
- Kohn-Sham gap (alpha / beta) (eV) = 6.8 / 4.3
- relative energy (zero: lowest compared OMol25 entry of this formula, charge and spin) (kJ/mol) = 130.96
- highest occupied orbital energy (alpha / beta) (eV) = -11.475 / -11.475
- total charge = +1

These are the natural (NBO) partial charges, in e, on atoms 1 to 2:
1 Pd 1.105
2 Cl -0.434

***

4.
The following is a quantum chemistry calculation of C8H22F6O10V as an isolated structure at a distorted geometry, from OMol25.

The geometry in XYZ format:
```
47
Properties=species:S:1:pos:R:3:forces:R:3
O -1.1753 1.4143 0.1931 3.536 -2.508 2.629
V -0.0037 0.5863 1.0024 -2.757 1.324 -2.857
C -1.3420 -2.7582 1.2933 1.948 1.325 -1.063
O -1.6324 -2.8927 -0.0949 0.803 -0.658 -0.453
O -0.9428 -1.4743 1.4616 -0.063 1.269 0.608
C -2.4954 -3.2559 2.1541 -1.138 1.402 1.558
F -2.4015 -4.5646 2.4512 0.175 0.101 -0.265
F -2.4856 -2.5689 3.3390 0.351 -0.595 -0.175
F -3.7250 -3.0400 1.6834 -0.082 -0.191 -0.688
C -1.2886 -4.1332 -0.7279 -1.045 -0.221 -0.170
C -1.5502 -3.9683 -2.2185 -0.296 0.547 -0.286
H -1.9781 -4.8859 -2.6183 -0.035 0.123 -0.190
H -2.2274 -3.1237 -2.3646 -0.527 -0.379 0.190
H -0.7285 -3.6507 -2.8651 0.534 -0.428 0.430
H -1.9780 -4.8735 -0.3135 0.027 -0.264 -0.217
H -0.2876 -4.5466 -0.5700 0.269 0.638 0.483
H -0.5327 -3.4502 1.5730 0.206 -0.265 -0.157
C 2.6310 2.4236 0.1267 -1.017 1.839 -1.507
O 2.5500 1.7552 -1.1058 0.882 -0.904 0.069
O 1.5703 2.1170 0.8979 -0.608 -1.548 1.579
C 4.0887 2.3844 0.6603 0.402 -1.888 1.554
F 4.9932 2.5793 -0.2917 -0.273 0.042 -0.209
F 4.3946 3.2500 1.6609 -0.941 0.122 -0.776
F 4.3523 1.1634 1.2417 -0.047 -0.180 -0.404
C 1.6037 2.2289 -2.0425 0.922 0.845 -1.568
C 2.1372 1.7756 -3.4059 -0.505 -1.696 0.436
H 3.1277 2.1203 -3.6923 -0.197 0.618 0.129
H 2.2842 0.6928 -3.2983 -0.010 -0.108 -0.195
H 1.3866 1.8761 -4.1896 0.157 0.391 -0.078
H 1.5817 3.3203 -2.1281 -0.065 0.141 0.797
H 0.5797 1.8801 -1.9090 0.046 -0.149 0.408
H 2.6743 3.4876 -0.1837 -0.784 0.403 0.395
O -0.7548 1.0717 3.0166 0.212 0.034 -0.158
H -0.4109 1.4926 3.8117 0.386 0.011 -0.230
H -1.7127 1.0796 3.1170 0.005 -0.193 -0.320
O -3.2170 2.7538 1.4836 -0.027 0.154 0.350
H -3.6413 2.1117 2.0620 -0.198 -0.021 -0.197
H -3.2607 3.5838 1.9723 -0.012 0.005 -0.059
O 1.8391 -0.7281 1.9386 0.149 0.996 -0.235
H 2.5059 -0.0632 1.6902 0.090 -0.053 0.178
H 2.2672 -1.5744 1.7761 -0.321 -0.117 -0.070
O -2.4490 3.7332 -1.4779 0.040 0.096 0.051
H -3.3394 4.0855 -1.3934 0.000 -0.043 -0.003
H -2.2902 3.2724 -0.6441 -0.019 -0.147 -0.047
O 0.4397 -0.5818 -0.7919 -0.051 -0.719 0.375
H 0.0033 -1.4393 -0.6173 -0.358 0.244 0.253
H 0.8402 -0.6660 -1.6626 0.235 0.607 0.106
```
Positions in Å, forces in eV/Å.

Properties
- multiplicity = 2
- E_LUMO (alpha / beta) (eV) = -1.1 / -0.4
- Kohn-Sham gap (alpha / beta) (eV) = 8.1 / 8.7
- relative energy (zero: lowest compared OMol25 entry of this formula, charge and spin) (kJ/mol) = 0.00
- highest occupied orbital energy (alpha / beta) (eV) = -9.142 / -9.154

These are the natural (NBO) partial charges, in e, on atoms 1 to 2:
1 O -0.462
2 V 1.629

***

5.
The following is a quantum chemistry calculation of a 3-piece molecular cluster, C8H22FNO6P overall at a distorted geometry, from OMol25.

The geometry in XYZ format:
```
39
Properties=species:S:1:pos:R:3:forces:R:3
O -1.9388 -2.7644 -0.4813 4.284 -7.692 2.512
C -1.4403 -3.8995 0.0156 -3.287 4.507 -0.150
F -0.4075 -4.7571 -0.6528 -3.189 2.383 1.785
N -1.9852 -4.3983 1.3347 2.045 0.236 -3.238
C -1.6174 -3.5157 2.5034 -5.900 5.839 1.716
O -2.5122 -2.5419 2.8254 5.236 -6.268 -2.645
P -0.0175 -3.5783 3.5407 1.808 1.281 2.054
O -0.2041 -5.2541 3.9712 -0.862 -1.384 -1.762
O 1.0053 -3.9268 2.1577 -1.093 -1.732 -1.018
H -1.7971 -5.4101 1.5028 0.376 1.271 -0.265
H 0.1702 -2.1572 3.2651 -0.330 -0.500 -0.313
H -0.8294 -3.2132 4.7061 0.051 -0.219 -0.675
H 1.1750 -3.5362 4.3699 -0.197 -0.216 -0.109
H -0.5006 -5.8250 3.2037 0.597 0.924 1.368
H 0.8323 -4.8415 1.7880 0.494 1.620 0.726
C -2.7962 1.3392 -0.6328 -0.318 0.220 -0.053
C -1.6178 1.2712 0.3255 0.046 -0.882 -0.242
C -0.3104 1.0512 -0.4186 0.326 0.243 -0.085
O -1.8208 0.2048 1.2489 -0.061 0.323 -0.002
H -2.9016 0.4024 -1.1913 0.161 0.072 0.032
H -3.7318 1.4855 -0.0823 0.149 0.029 -0.021
H -2.6777 2.1602 -1.3466 -0.019 -0.051 -0.014
H -1.5601 2.1994 0.9045 -0.036 -0.177 0.107
H -0.3276 0.1042 -0.9697 -0.143 0.070 0.036
H 0.5274 0.9920 0.2845 -0.148 0.032 -0.018
H -0.1172 1.8636 -1.1260 0.003 -0.133 0.058
H -1.8733 -0.6236 0.7437 -0.001 0.117 0.286
C 2.8223 4.2222 -1.4299 0.098 -0.138 0.352
C 2.2632 3.3988 -2.5793 -0.020 0.633 -0.044
C 2.7517 3.9182 -3.9221 0.086 -0.204 -0.315
O 0.8392 3.4453 -2.5447 -0.182 0.084 -0.107
H 2.5002 5.2670 -1.5033 0.070 -0.046 -0.141
H 2.4525 3.8446 -0.4706 0.089 -0.027 -0.171
H 3.9162 4.1937 -1.4194 -0.098 0.043 0.022
H 2.5598 2.3510 -2.4599 -0.274 0.100 0.009
H 2.4272 4.9522 -4.0839 0.083 -0.017 0.140
H 2.3316 3.3238 -4.7405 0.095 0.017 0.151
H 3.8436 3.8805 -3.9864 -0.098 0.041 -0.024
H 0.5667 4.3720 -2.6499 0.162 -0.400 0.057
```
Positions in Å, forces in eV/Å.

Properties
- multiplicity = 1
- E_LUMO (eV) = 2.4
- Kohn-Sham gap (eV) = 7.3
- highest occupied orbital energy (eV) = -4.864
- total charge = -1

These are the natural (NBO) partial charges, in e, on atoms 1 to 2:
1 O -0.584
2 C 0.974

***

6.
The following is a quantum chemistry calculation of C8H22N2O6PSn as an isolated structure at a distorted geometry, from OMol25.

The geometry in XYZ format:
```
40
Properties=species:S:1:pos:R:3:forces:R:3
Sn 0.5571 1.2788 0.8130 1.836 3.825 -2.872
P 1.6596 3.9991 -0.7729 0.385 2.404 3.119
O 1.3802 4.6778 0.6098 -0.396 -1.000 0.287
O 2.1409 5.0562 -1.7271 0.015 -0.861 -0.877
O 0.3290 3.2781 -1.1293 -0.851 -2.386 -0.053
O 2.7462 2.8952 -0.4695 -0.660 -2.140 0.075
C -1.2637 1.5786 -4.5398 0.114 0.256 -0.399
C -1.3584 1.0292 -3.1214 -0.278 0.043 0.187
C -0.0071 0.4075 -2.7178 0.016 1.173 -0.615
O -0.0280 -0.3750 -1.5279 0.285 -0.095 0.031
C -0.5448 -1.6636 -1.7217 -1.437 0.013 0.082
N -1.8344 2.1249 -2.2775 0.040 -0.334 0.049
H -2.2224 2.0054 -4.8351 -0.118 -0.232 0.048
H -0.9510 0.8394 -5.2853 -0.042 -0.030 0.107
H -0.5759 2.4284 -4.6013 0.179 -0.184 0.237
H -2.1208 0.2354 -3.1080 0.034 0.061 -0.078
H 0.6828 1.2359 -2.5273 -0.009 -0.056 0.098
H 0.3805 -0.1478 -3.5836 0.046 -0.405 0.332
H -0.0849 -2.2367 -2.5338 0.545 0.107 0.271
H -1.6110 -1.6188 -2.0033 0.103 0.116 0.003
H -0.5439 -2.1765 -0.7606 0.465 -0.184 -0.100
H -2.2118 1.7800 -1.4002 0.090 -0.033 -0.056
H -1.0352 2.7401 -2.0275 -0.223 -0.066 0.066
C -0.9867 -2.1513 4.4088 -0.371 -0.119 0.102
C 0.1411 -1.5083 3.6007 -0.084 0.146 1.474
C 0.0814 -1.9712 2.1606 0.863 0.418 0.200
O 1.1682 -1.5042 1.3911 -0.066 0.063 -0.576
C 2.3726 -2.2432 1.5514 -0.329 0.575 0.356
N 0.0824 -0.0398 3.6800 -0.801 0.208 -0.600
H -1.9591 -1.8588 3.9957 0.047 -0.192 -0.119
H -1.0106 -1.8112 5.4467 0.278 0.128 -0.059
H -0.9215 -3.2420 4.4547 -0.024 0.034 -0.211
H 1.0838 -1.7955 4.0803 0.047 -0.100 -0.292
H -0.8103 -1.5118 1.7256 -0.183 -0.452 -0.214
H 0.1139 -3.0628 2.1091 -0.633 -0.066 0.039
H 2.1999 -3.3205 1.4553 -0.039 0.035 -0.003
H 2.7729 -2.0010 2.5402 0.332 -0.286 -0.104
H 3.0477 -1.8993 0.7740 0.090 -0.022 0.033
H -0.0578 0.2988 4.6292 0.469 -0.309 0.103
H -0.8008 0.2510 3.2449 0.261 -0.052 -0.070
```
Positions in Å, forces in eV/Å.

Properties
- multiplicity = 1
- E_LUMO (eV) = 1.5
- Kohn-Sham gap (eV) = 4.2
- relative energy (zero: lowest compared OMol25 entry of this formula, charge and spin) (kJ/mol) = 63.44
- highest occupied orbital energy (eV) = -2.720
- total charge = -1

These are the natural (NBO) partial charges, in e, on atoms 1 to 2:
1 Sn 1.173
2 P 2.476